Entry 1:
Computed, not measured: a cluster of 9 separate species, C32H64O14 in total at a distorted geometry, with wB97M-V/def2-TZVPD.

Positions of all 110 atoms, in Å:
C 3.15928 -2.43228 -0.67405
C 3.14628 -2.77128 0.83195
O 1.87128 -2.42328 1.22395
C 1.51628 -1.88528 2.45295
C -0.04572 -1.66728 2.64195
O 2.22728 -1.75828 3.45595
H 2.78628 -1.59928 -0.91405
H 2.38228 -3.05428 -1.21705
H 4.08028 -2.76628 -1.17205
H 3.30128 -3.82128 1.16195
H 3.94328 -2.05628 1.29395
H -0.60572 -2.57028 2.63995
H -0.46972 -1.33328 1.79295
H -0.40972 -1.04628 3.38395
C 1.50328 -0.31428 0.47895
C 1.22928 -0.52228 -1.08405
O 0.32928 0.59372 -1.32705
C -0.45872 0.61672 -2.43105
C -1.35572 1.92172 -2.48305
O -0.45072 -0.26528 -3.31605
H 2.23428 -1.03528 0.81495
H 0.83528 -0.49328 1.36395
H 1.96228 0.59972 0.45695
H 1.99428 -0.47828 -1.56605
H 0.48528 -1.35328 -1.08005
H -1.37372 2.00972 -1.53105
H -2.28772 1.80272 -2.79305
H -0.82272 2.56372 -3.15505
C 1.51328 4.45872 -1.59705
C 2.33928 3.20072 -2.09505
O 1.71828 2.71572 -3.24105
C 2.27128 1.66972 -3.80405
C 1.56528 1.21372 -5.06605
O 3.30528 1.09172 -3.32805
H 1.89128 4.84172 -0.44905
H 0.49328 4.37272 -1.70505
H 1.72128 5.17272 -2.50005
H 3.36328 3.49172 -2.36105
H 2.47328 2.69872 -1.04805
H 0.54428 1.17572 -4.76205
H 1.87928 0.27772 -5.37205
H 1.76628 1.83472 -5.92105
C -2.66472 -0.45728 1.27295
C -2.64372 1.10872 0.87695
O -2.79272 1.87472 2.00395
C -2.48572 3.22172 1.89195
C -2.68972 4.03172 3.10495
O -2.12672 3.70572 0.79395
H -1.92472 -0.71928 1.99895
H -2.50272 -0.85328 0.51495
H -3.55272 -0.84928 1.89895
H -1.51672 1.39272 0.60495
H -3.48472 1.47472 0.11495
H -2.67872 4.96472 2.80595
H -1.91972 3.69372 3.89895
H -3.58472 4.07972 3.67695
C 1.74828 0.08472 4.85695
C 0.42628 -0.12328 5.69795
O -0.69172 0.49772 5.23295
C -1.83972 0.35572 5.97095
C -3.19172 0.67072 5.15595
O -1.87372 -0.01328 7.09795
H 2.05328 1.07272 4.82195
H 1.45928 -0.35228 3.74395
H 2.82728 -0.30128 5.41095
H 0.23328 -1.18228 5.91295
H 0.71828 0.24872 6.69295
H -3.29272 1.77572 4.99195
H -3.87672 0.00172 5.42595
H -3.01672 0.54872 4.05395
C 0.29128 -2.13228 -3.77705
C 0.03428 -3.20728 -4.88805
C -1.06072 -2.80428 -5.86305
O 0.71628 -4.29928 -4.97505
H 0.72628 -1.36228 -4.30105
H 1.04428 -2.45228 -3.16005
H -0.60072 -2.00328 -3.34705
H -1.07772 -3.59928 -6.62905
H -0.87972 -1.90528 -6.50005
H -2.08772 -2.87728 -5.26705
C -4.94872 -0.98528 -1.09605
C -3.93472 -1.38628 -2.13205
C -2.84772 -0.28828 -2.40105
O -3.88372 -2.53828 -2.66505
H -4.82472 -0.77228 0.03895
H -5.53272 -1.86328 -1.05405
H -5.71672 -0.18528 -1.61105
H -3.32372 0.54672 -2.15305
H -2.59372 -0.63528 -3.50005
H -2.12572 -0.59428 -1.77405
C -1.00372 -4.99728 -1.92505
C -0.34372 -4.22228 -0.88505
C 0.23728 -5.06028 0.28095
O -0.40772 -2.91528 -0.71605
H -1.70672 -4.23728 -2.38205
H -1.51172 -5.91428 -1.64405
H -0.38472 -4.99928 -2.59305
H -0.37572 -6.05628 0.44795
H -0.07972 -4.37128 1.18795
H 1.26328 -5.32728 0.19095
C 4.50228 4.75372 1.43695
C 3.62728 3.57672 1.79795
C 2.19028 3.79372 2.29095
O 4.08028 2.30972 1.56495
H 3.95328 5.42572 0.76995
H 5.35928 4.30872 0.93195
H 4.90928 5.10572 2.44795
H 1.65928 2.92572 2.02495
H 1.87528 4.86672 1.98595
H 2.11628 3.74872 3.31395

Computed properties:
Orbital gap ... 8.95 eV
Maximum force ... 15.61 eV Å⁻¹
Energy ... -2310.230883 Ha
Charge ... 0

***

Entry 2:
Computed, not measured: a structure of composition C17H18BN7O4Zr at a distorted geometry, with wB97M-V/def2-TZVPD.

Positions of all 48 atoms, in Å:
H -0.12690 3.33307 0.17666
N 0.10524 1.92644 -1.43391
B 0.74312 0.88933 -3.69855
N 0.61657 2.09405 -2.72443
C 0.87938 3.38466 -2.93918
Zr -0.48725 -0.16986 -0.65745
H 1.25391 3.71982 -3.90666
C 0.59214 4.09935 -1.79278
H 0.70050 5.15400 -1.65648
C 0.14126 3.15800 -0.85402
H 1.19934 1.25522 -4.74253
C -1.98580 -2.48082 0.42000
H -2.35379 -2.72561 1.43063
H -0.95591 -2.87021 0.33010
H -2.62748 -2.99691 -0.30680
N -0.69965 0.25986 -3.77389
N 1.62805 -0.22706 -3.08518
N -1.36820 -0.20337 -2.65690
N 1.30071 -0.76292 -1.83654
C -1.46087 0.07089 -4.86355
C 2.70410 -0.85561 -3.57401
H -1.07982 0.38931 -5.83146
H 3.10907 -0.59094 -4.53890
C -2.64945 -0.54440 -4.44785
C 3.10185 -1.82286 -2.65106
C -2.56781 -0.71285 -3.06855
C 2.22607 -1.71986 -1.57208
H -3.45685 -0.84573 -5.09734
H 3.92131 -2.49842 -2.75446
H -3.27316 -1.11989 -2.34091
H 2.23583 -2.22889 -0.61244
H -2.07986 -1.34828 0.27757
O -1.08195 0.69118 1.23395
C -0.20360 -0.02152 1.86998
O 0.49940 -0.84921 1.14873
C -0.01823 -0.00677 3.31359
C 0.85763 -0.96376 3.84511
C 0.99109 -1.07407 5.22100
C 0.19865 -0.27985 6.08164
C -0.66604 0.67941 5.51986
C -0.80991 0.80352 4.14382
N 0.20054 -0.43786 7.49721
O 0.92415 -1.30775 8.03337
O -0.53750 0.32465 8.17439
H 1.42925 -1.60691 3.17655
H 1.69298 -1.79628 5.62769
H -1.23846 1.32691 6.17096
H -1.52367 1.50877 3.72512

Computed properties:
Orbital gap ... 7.07 eV
Maximum force ... 4.75 eV Å⁻¹
Energy ... -1414.291129 Ha
Charge ... +2

***

Entry 3:
Computed, not measured: a structure of composition C29H24N3SbSe4SiTc, with wB97M-V/def2-TZVPD.

Positions of all 63 atoms, in Å:
Tc -1.40951 0.07406 1.38313
Se -4.56530 -1.85278 4.42186
Sb -2.47187 -2.64830 4.06508
Se -0.93303 0.06814 3.52162
Se -2.04536 -1.91996 0.80744
Se -0.79191 -4.15932 4.26241
C -4.55063 2.94576 0.68196
C -3.83439 1.95342 1.29162
N -2.66504 1.53252 0.75284
C -2.20130 2.06965 -0.39088
C -2.92087 3.01200 -1.11357
C -4.09412 3.47813 -0.52340
C -2.46821 3.52716 -2.41672
C -1.93319 2.87206 -3.45088
C -1.68099 1.43512 -3.68213
C -1.23175 1.03723 -4.93440
C -0.98553 -0.31634 -5.13673
N -1.20437 -1.22116 -4.18452
C -1.68398 -0.75162 -3.03772
N -1.90597 0.52067 -2.72449
H -5.47371 3.29186 1.12863
H -4.15674 1.47126 2.20209
H -1.26046 1.67924 -0.76893
H -4.67539 4.24821 -1.02052
H -2.64620 4.59010 -2.55986
H -1.69854 3.48609 -4.31628
H -1.07117 1.75570 -5.73021
H -0.60952 -0.68269 -6.08534
H -1.91906 -1.48922 -2.27318
C 0.89568 3.21857 -0.76593
C 1.22004 2.18054 -1.64257
C 1.46324 0.90190 -1.16283
C 1.40708 0.64390 0.21781
C 1.07269 1.70628 1.09177
C 0.80395 2.97858 0.60037
Si 1.96218 -0.97000 0.90978
C 1.76830 -2.45145 -0.09137
C 0.89525 -2.44301 -1.19505
C 0.77325 -3.55233 -2.00598
C 1.53519 -4.69061 -1.73095
C 2.41544 -4.71153 -0.65229
C 2.53651 -3.60117 0.16475
C 2.66249 -0.99130 2.56793
C 3.31916 0.13950 3.08671
C 3.89240 0.09590 4.34446
C 3.80789 -1.06940 5.10205
C 3.15676 -2.19575 4.60233
C 2.59458 -2.16299 3.34081
H 0.72707 4.21747 -1.15145
H 1.30809 2.37768 -2.70593
H 1.74454 0.11560 -1.85962
H 1.10578 1.56429 2.16413
H 0.56859 3.78719 1.28480
H 0.32010 -1.55359 -1.42881
H 0.10969 -3.52890 -2.86471
H 1.45338 -5.55958 -2.37314
H 3.01910 -5.59121 -0.46188
H 3.24996 -3.61667 0.98354
H 3.41023 1.04474 2.49499
H 4.41678 0.95993 4.73413
H 4.26338 -1.10430 6.08570
H 3.10884 -3.10038 5.19738
H 2.10053 -3.04488 2.95014

Computed properties:
Orbital gap (spin up / spin down) ... 5.11 / 5.25 eV
Maximum force ... 0.64 eV Å⁻¹
Energy ... -11498.999694 Ha
Charge ... +3

***

Entry 4:
Computed, not measured: the ion C6H3Br2O3 with charge -1 at a distorted geometry, with wB97M-V/def2-TZVPD.

Positions of all 14 atoms, in Å:
C 0.37844 1.23092 -2.31402
C 1.52132 0.63928 -1.68194
C -0.41897 2.18401 -1.64064
C 0.66241 2.77822 -0.93928
C 1.37019 0.23287 -0.32408
C 0.16319 0.06741 0.47095
O 2.60036 0.48259 -2.28458
O -1.58681 2.49959 -1.71133
O 1.59434 3.53249 -0.95914
Br 0.38956 1.34171 -4.16982
Br 2.99619 -0.47343 0.41087
H -0.77995 0.36763 -0.04836
H 0.36495 0.52539 1.51929
H 0.16841 -0.96491 0.54469

Computed properties:
Orbital gap (spin up / spin down) ... 7.08 / 6.71 eV
Maximum force ... 4.11 eV Å⁻¹
Energy ... -5604.123620 Ha
Charge ... -1